(1)
A structure of composition C4H4CaO5 at a distorted geometry, computed with wB97M-V/def2-TZVPD.

```
14
Properties=species:S:1:pos:R:3:mulliken_charge:R:1
O 4.257 -0.297 -0.136 -0.933
C 3.155 -1.019 0.001 0.985
O 3.032 -2.168 -0.443 -0.670
O 2.207 -0.383 0.657 -0.915
H 5.446 5.668 2.826 0.258
O 5.052 4.044 1.604 -0.255
C 5.004 5.484 1.843 -0.253
C 3.510 5.776 1.768 -0.264
O 2.949 4.458 1.491 -0.269
C 3.872 3.561 1.399 -0.185
H 5.594 5.968 1.059 0.261
H 3.225 6.434 0.942 0.260
H 3.076 6.127 2.708 0.258
Ca 3.430 1.251 0.940 1.720
```

Values from the calculation:
multiplicity = 1
E = -32888.423 eV
energy relative to the best compared isomer or geometry (same formula, charge and spin) = 14.58 kJ/mol
net charge = 0

(2)
A cluster of 2 separate species, C3H9NO in total at a distorted geometry, computed with wB97M-V/def2-TZVPD.

```
14
Properties=species:S:1:pos:R:3:mulliken_charge:R:1
N 1.170 -1.795 -1.878 -0.600
C 0.785 -0.438 -2.335 -0.318
C 0.666 1.795 -1.307 -0.611
C 0.636 0.441 -1.164 -0.178
H 1.211 -2.321 -2.803 0.260
H 0.359 -1.956 -1.276 0.230
H 0.013 -0.218 -3.124 0.268
H 1.733 -0.151 -2.843 0.265
H 1.206 2.452 -0.563 0.231
H 0.073 2.249 -2.137 0.237
H 0.893 -0.157 -0.221 0.216
H -1.922 -0.317 5.767 0.322
H -3.446 -0.103 5.703 0.321
O -2.604 0.288 5.435 -0.644
```

Values from the calculation:
multiplicity = 1
E = -6792.110 eV
SMILES = C=CCN.O
energy relative to the best compared isomer or geometry (same formula, charge and spin) = 284.19 kJ/mol
net charge = 0

(3)
A cluster of 2 separate species, CHN4O in total at a distorted geometry, computed with wB97M-V/def2-TZVPD.

```
7
Properties=species:S:1:pos:R:3:mulliken_charge:R:1
C -2.280 -0.213 0.052 0.091
N 3.043 -0.888 -0.037 -0.702
N 2.179 -0.155 0.022 0.526
N -3.224 -0.768 -0.179 -0.389
N 1.341 0.626 -0.308 -0.033
O 0.297 1.236 0.228 -0.745
H -1.355 0.162 0.223 0.253
```

Values from the calculation:
multiplicity = 1
E = -9057.354 eV
energy relative to the best compared isomer or geometry (same formula, charge and spin) = 208.96 kJ/mol
net charge = -1

(4)
A structure of composition C3H4BN at a distorted geometry, computed with wB97M-V/def2-TZVPD.

```
9
Properties=species:S:1:pos:R:3:mulliken_charge:R:1
B -0.853 -1.304 0.150 0.174
C 1.528 -0.020 0.486 0.160
C -0.314 1.429 -0.423 -0.560
C 0.240 0.379 0.118 0.049
N 2.605 -0.302 0.690 -0.369
H -0.500 -2.160 1.014 -0.005
H -1.797 -1.613 -0.620 -0.010
H 0.428 2.199 -0.650 0.265
H -1.338 1.390 -0.766 0.296
```

Values from the calculation:
multiplicity = 1
E = -5338.430 eV
energy relative to the best compared isomer or geometry (same formula, charge and spin) = 200.66 kJ/mol
net charge = 0